Entry 1:
ORCA calculation (ωB97M-V/def2-TZVPD) on a structure of composition C38H67FGeNO3PdSSi in a non-equilibrium geometry.

As for the total energy: -4761.228115 a.u. Its net charge is -1. The value obtained for the LUMO energy is 2.0718 eV. The spin multiplicity is 1. As for the HOMO energy: -4.1 eV. The calculation puts the HOMO-LUMO gap at 6.14 eV. The molar mass is 844.14 g mol⁻¹.

XYZ file:
```
114
C38H67FGeNO3PdSSi, DFT ωB97M-V/def2-TZVPD
Pd 0.0087 -1.2353 0.3630
Ge -2.2210 -1.9560 0.4570
S -0.6247 0.6568 1.4878
Si -0.2893 2.6466 0.8870
F 0.2821 -2.9396 2.7599
O 1.0710 3.1089 1.6819
O -0.0037 3.0363 -0.6722
O -1.5728 3.5860 1.3372
N 1.9855 -2.4103 0.5150
C 2.4335 -2.5187 1.8013
C 2.6306 4.4985 0.4236
C -4.0523 -4.2750 -3.5439
C -2.4001 3.6088 2.5095
C 2.7577 4.1895 2.9119
C 2.9469 -2.6153 -0.4914
C 4.6226 -1.8189 -2.0535
C 3.8136 -2.4665 2.1285
C 1.6040 -2.7005 2.9372
C -1.9306 2.5320 -2.0297
C 1.9767 0.2510 -1.5841
C 4.9534 -3.1145 -2.4050
C 4.2381 -4.1574 -1.8484
C 3.6316 -1.5434 -1.1169
C 0.9060 5.5398 1.8919
C -4.6703 -0.5171 -2.1598
C 0.1820 3.4378 -2.9941
C -0.7607 3.4768 -1.7906
C 2.0557 -2.7379 4.2321
C -3.7908 0.0760 -1.0613
C -4.3783 0.0724 -3.5373
C -3.8078 -0.7583 0.2278
C -2.6582 -3.5405 -0.7141
C 3.3360 0.3903 0.5594
C -2.6289 -4.5576 -3.0646
C 2.8820 -5.6405 0.9704
C -1.6219 3.2532 3.7792
C 2.4820 -5.1793 -0.4362
C 3.2323 -3.9392 -0.9115
C -2.9303 5.0376 2.6158
C -2.0949 -3.4628 -2.1339
C 0.9587 -5.0820 -0.5725
C -3.5668 2.6349 2.3328
C 1.8225 4.3261 1.7145
C 3.3076 -0.0783 -0.8953
C -1.2580 4.9014 -1.5460
C 3.4134 -2.6171 4.5005
C 4.2828 -2.5007 3.4278
H 4.4708 -5.1737 -2.1503
H 2.4224 -6.6115 1.1746
H -2.6045 -5.5159 -2.5369
H 2.0662 0.1143 -2.6647
H -4.1078 1.1038 -0.8608
H -1.8680 5.2356 -2.3876
H 5.7379 -3.3004 -3.1290
H -0.4121 5.5825 -1.4320
H 3.3611 3.6962 0.3161
H 1.4922 6.4600 1.8837
H -4.5128 -1.5993 -2.1907
H 0.1706 5.5687 1.0876
H 3.3829 3.3043 2.7894
H -1.0054 -3.5303 -2.0762
H -4.6991 -1.3942 0.2562
H -2.0982 5.7431 2.6404
H -3.1757 1.6275 2.2116
H -4.3836 -5.0229 -4.2667
H -2.4208 2.7537 -2.9790
H 1.3350 -2.8742 5.0284
H 2.7917 -5.9791 -1.1182
H 4.5166 -2.3762 1.3098
H -1.8595 4.9199 -0.6373
H -3.5595 5.2682 1.7541
H -4.7568 -4.2776 -2.7104
H -4.1019 -3.2939 -4.0217
H 4.0816 0.4945 -1.4189
H 5.3497 -2.4297 3.6082
H 1.1818 -0.4217 -1.2230
H -2.7639 0.1335 -1.4314
H -0.3228 3.8050 -3.8890
H 5.1521 -0.9907 -2.5131
H -4.1514 2.8947 1.4472
H -5.7223 -0.3470 -1.9100
H -2.2923 -4.4463 -0.2239
H 3.1975 1.4669 0.6019
H -2.6541 2.6209 -1.2174
H -4.4802 1.1599 -3.5267
H 0.6835 -4.8943 -1.6132
H 2.5351 -0.0454 1.1457
H 1.0647 4.0517 -2.8068
H -2.5502 -2.5532 1.8522
H -1.2262 2.2407 3.7055
H 4.2901 0.1408 1.0276
H 1.6884 1.2779 -1.3663
H 2.5525 -4.9391 1.7332
H 1.9569 4.4505 -0.4279
H 0.5080 2.4111 -3.1620
H -1.5535 1.5100 -2.0460
H -0.7871 3.9394 3.9247
H 2.1710 4.0636 3.8233
H 0.3677 5.4731 2.8380
H -3.5208 5.1530 3.5260
H -2.2823 3.3119 4.6454
H 3.1547 5.4561 0.4243
H -3.7505 -3.6043 -0.7320
H -2.3263 -2.4864 -2.5764
H -3.3596 -0.1679 -3.8498
H -4.2165 2.6687 3.2100
H 3.7782 -2.6440 5.5188
H -5.0665 -0.3274 -4.2853
H -1.9745 -4.6515 -3.9364
H -3.8617 -0.1100 1.1040
H 3.9657 -5.7505 1.0446
H 0.5044 -6.0276 -0.2628
H 0.5490 -4.2854 0.0432
H 3.3929 5.0718 3.0134
```


Entry 2:
ORCA calculation (ωB97M-V/def2-TZVPD) on a structure of composition H3PS2 in a non-equilibrium geometry.

As for the total energy: -1139.415795 a.u. For the energy relative to the best compared isomer or geometry (same formula, charge and spin), the calculation gives 69.0 kcal per mole. The value obtained for the LUMO energy (spin up / spin down) is -1.7624 / -2.0237 eV. The spin multiplicity is 1. As for the HOMO energy (spin up / spin down): -9.0 / -8.9 eV. The calculation puts the HOMO-LUMO gap (spin up / spin down) at 7.27 / 6.86 eV. The molar mass is 98.13 g mol⁻¹.

XYZ file:
```
6
H3PS2, DFT ωB97M-V/def2-TZVPD
S -0.3578 -1.4400 -0.7689
S -1.8860 -0.3962 -0.1180
P 1.4423 -0.3252 -0.9144
H 0.0561 0.7656 1.2553
H -0.5701 0.2983 1.4723
H 1.3153 1.0976 -0.9262
```


Entry 3:
ORCA calculation (ωB97M-V/def2-TZVPD) on a cluster of 2 separate species, C4H9N2O in total in a non-equilibrium geometry.

As for the total energy: -342.225697 a.u. For the energy relative to the best compared isomer or geometry (same formula, charge and spin), the calculation gives 82.6 kcal per mole. Its net charge is +1. The value obtained for the LUMO energy is -3.8335 eV. The spin multiplicity is 1. As for the HOMO energy: -13.5 eV. The calculation puts the HOMO-LUMO gap at 9.67 eV. The molar mass is 101.13 g mol⁻¹.

XYZ file:
```
16
C4H9N2O, DFT ωB97M-V/def2-TZVPD
O -0.8217 -1.6897 -0.4770
N 1.6632 -0.7271 1.1037
N 2.2310 0.5663 -0.7118
C -1.2991 0.7123 -0.3553
C 1.4043 -0.0911 0.0454
C -0.4947 -0.4179 -0.7942
C -2.2878 0.6587 0.6601
H -1.3502 1.5421 -0.9675
H -2.7058 -0.1578 1.1872
H -2.9223 1.5938 0.8425
H -0.2979 -0.3573 -1.8928
H 1.0209 -1.4033 1.5766
H 1.8783 1.1536 -1.4585
H 2.4107 -0.4098 1.5913
H 3.2219 0.8357 -0.4465
H -1.6509 -1.8086 0.0970
```


Entry 4:
ORCA calculation (ωB97M-V/def2-TZVPD) on a structure of composition C29H40AsDyN2O5S5Si in a non-equilibrium geometry.

The expectation value of S² is 9.33. As for the total energy: -7016.438557 a.u. Its net charge is -2. The value obtained for the LUMO energy (spin up / spin down) is 3.3114 / 3.3125 eV. The spin multiplicity is 6. As for the HOMO energy (spin up / spin down): -1.7 / -1.7 eV. The calculation puts the HOMO-LUMO gap (spin up / spin down) at 5.05 / 5.06 eV. The molar mass is 922.49 g mol⁻¹.

XYZ file:
```
84
C29H40AsDyN2O5S5Si, DFT ωB97M-V/def2-TZVPD
Dy -1.8027 2.2623 -0.0920
As -4.0132 4.8502 0.0582
S -1.9327 -0.3077 -1.3677
S -4.2061 6.1168 -1.7391
S -1.7806 4.8013 0.4444
S -4.3756 2.7122 -0.4952
S -5.0799 5.1175 1.8342
Si -1.1000 -1.9519 -0.4488
O -1.0856 3.0416 -2.2125
O 0.0884 -2.7628 -1.3464
O -0.4252 -1.4162 0.9938
O -0.8386 2.0171 1.9226
O -2.1860 -3.1849 0.0090
N 1.6755 2.3517 0.3630
N 0.6468 2.2599 -0.4114
C 0.0277 -3.2968 2.4327
C 1.9966 -3.5808 -2.3711
C 0.8253 -1.6242 -3.3497
C 3.9165 2.3798 2.0181
C 5.0461 2.5463 2.7745
C 0.2906 2.5582 -4.1167
C 0.2577 2.4695 2.4350
C 1.5429 2.0935 -4.5216
C -1.5563 -1.4644 3.1509
C -0.3234 -1.8112 2.3538
C 2.5779 3.2589 3.8420
C 2.6769 2.7556 2.5278
C -2.8140 -4.0760 -2.2388
C 1.4961 2.5622 1.6958
C 0.1595 3.0461 3.7567
C 1.2331 -2.3104 -2.0905
C 0.9795 2.1537 -1.7961
C 1.2891 3.4618 4.4177
C 2.2032 1.5986 -2.2889
C 3.7715 3.4617 4.5544
C 2.1123 -1.4114 -1.1792
C -2.0403 3.7710 -2.9850
C -3.0056 -5.2934 -0.0205
C -3.1263 -3.9579 -0.7225
C -4.5015 -3.3964 -0.5279
C 2.4813 1.6279 -3.6352
C 5.0069 3.0871 4.0449
C 0.0658 2.5963 -2.7429
C 0.8804 -1.0001 2.9011
H 2.3467 -4.0644 -1.4685
H 1.4384 -0.6090 -0.8175
H 1.0900 -1.2537 3.9672
H 1.6836 -1.3756 -3.9088
H -2.6190 3.0922 -3.5850
H -1.5804 4.4877 -3.6591
H 2.9312 -1.0922 -1.8324
H -1.3347 -1.5909 4.2351
H 0.1630 -3.5041 3.5210
H -3.5237 -4.8266 -2.6282
H -1.8032 -4.3707 -2.4446
H -2.6551 4.3463 -2.3280
H 0.1464 -2.2892 -3.8713
H 0.3347 -0.7274 -2.9974
H 5.9899 2.2134 2.3575
H -1.9890 -5.6993 -0.1255
H -1.7692 -0.4048 2.9969
H 3.9480 1.9315 1.0297
H 3.0097 1.3967 -1.5965
H 3.4699 1.4011 -3.8903
H 1.2118 -4.1857 -2.9477
H 5.9702 3.2775 4.5194
H 2.5645 -2.0355 -0.3701
H -5.2232 -4.0057 -1.1443
H -2.9576 -3.1195 -2.7204
H -4.8674 -3.4544 0.4652
H -3.3202 -5.2566 1.0559
H 1.7936 2.1242 -5.5806
H -0.4342 2.9134 -4.8158
H 2.8478 -3.3027 -3.0406
H -0.8402 3.2034 4.0953
H -3.7006 -6.0018 -0.5218
H 1.7218 -1.3423 2.2898
H 3.7599 3.8185 5.6132
H 0.8274 0.0831 2.8365
H -0.8274 -3.8431 1.9857
H -4.6042 -2.3455 -0.7921
H -2.4446 -2.0523 2.9416
H 0.9442 -3.5197 1.8992
H 1.2471 3.8712 5.4468
```